C18H35Al2BeBr3Cl2F4NNaO14PS | wB97M-V/def2-TZVPD

Geometry as ORCA input:
```
! wB97M-V def2-TZVPD RIJCOSX def2/J DEFGRID3
* xyz 3 1
C -3.4862 -5.6210 2.6151
C -3.2935 -4.3922 1.7288
Br -1.5214 -3.6745 2.2005
C -4.3402 -3.2846 1.9775
Br -3.7433 -1.7161 0.9519
C -5.7434 -3.7356 1.5785
C -6.6370 -4.4662 2.6059
C -7.8479 -4.6907 1.6622
O -7.8966 -3.5208 0.8555
C -6.8119 -2.7184 1.1482
O -6.8190 -1.5448 1.0998
H -4.4568 -6.1022 2.4984
H -2.7474 -6.3616 2.3005
H -3.2368 -5.4066 3.6552
H -3.2893 -4.6752 0.6775
H -4.3316 -2.9912 3.0275
H -5.7276 -4.4363 0.7352
H -7.1151 -3.7753 3.3889
H -6.2235 -5.3296 3.1214
H -8.7980 -4.9978 2.1049
H -7.6143 -5.5419 1.0087
Be -7.9811 -4.3907 5.0156
C 0.7555 0.5386 4.0458
C 0.8027 -0.3251 2.8236
O 0.7439 -1.5596 2.9836
N 0.9161 0.2572 1.6395
C 0.9948 1.6957 1.3597
H 0.6480 -0.1092 4.9235
H 1.6823 1.1068 4.1411
H -0.1028 1.2108 4.0273
H 0.9484 -0.3900 0.8623
H 0.1708 1.9744 0.7104
H 1.9322 1.9008 0.8417
H 0.9487 2.2839 2.2719
F 3.0488 4.3684 6.8395
Al 3.5591 3.0908 5.9257
F 2.7006 1.6463 6.2863
F 5.2063 2.7926 6.0507
F 3.2575 3.4254 4.2330
Cl 3.4473 3.8244 -1.1503
C 2.2680 3.4333 -2.4296
C 1.0663 4.3386 -2.3966
Cl 0.0480 4.0556 -0.9595
H 1.9864 2.3885 -2.3173
H 2.7884 3.5456 -3.3791
H 0.4409 4.1526 -3.2683
H 1.3549 5.3865 -2.4004
Br -8.3506 -5.9471 7.0158
C -4.2484 1.7137 3.8971
O -5.4695 1.9004 3.7324
O -3.7076 0.6900 3.2080
O -3.5276 2.3884 4.6327
H -4.5345 0.3978 2.7537
C 3.7183 4.5574 -7.9193
O 3.1167 3.2743 -8.2648
P 2.5854 2.3248 -7.0536
O 3.9094 1.6871 -6.6960
O 1.6755 1.4039 -7.9760
C 1.5710 1.4986 -9.4106
O 1.7479 1.9364 -5.7199
C 1.7972 0.5741 -5.2388
H 4.0046 5.0439 -8.8460
H 2.9997 5.1833 -7.3943
H 4.6045 4.4035 -7.3039
H 2.5113 1.2108 -9.8777
H 1.2804 2.4998 -9.7154
H 0.7978 0.8024 -9.7217
H 2.7670 0.3598 -4.7989
H 1.5760 -0.1293 -6.0373
H 1.0353 0.4926 -4.4671
C 5.6580 -0.3515 1.5330
C 6.3526 0.5641 0.5420
O 5.8801 0.1247 -0.7337
S 4.3811 -0.4059 -0.6123
O 3.4936 0.6355 -0.9923
O 4.3068 -1.6950 -1.1769
O 4.3386 -0.5349 1.0004
H 6.1484 -1.3239 1.5859
H 5.5974 0.0723 2.5372
H 7.4350 0.4947 0.5951
H 6.0504 1.6083 0.6736
Na 4.5093 2.0884 3.5609
Al 2.0375 -1.2031 5.0662
*
```

As for the HOMO energy: -15.13 eV. Its energy is -12257.3502 hartree. The HOMO-LUMO gap comes out at 1.101 eV.

Results of the Mulliken charge analysis, in e, for atoms 1 through 4: -1.310 -0.135 -0.087 -0.287